Density functional theory data (the ωB97M-V functional and the def2-TZVPD basis) for a single C19H26N4O4S molecule.

Last column: Löwdin charge in e.
Atoms and positions in Å:
C 5.548 1.896 0.149  -0.050
C 4.072 1.906 -0.108  -0.275
C 3.202 2.539 0.769  -0.051
C 1.841 2.530 0.528  -0.057
C 1.299 1.894 -0.580  -0.211
C 2.179 1.256 -1.466  -0.159
C 3.548 1.269 -1.222  0.031
H 4.208 0.779 -1.917  0.103
N 1.637 0.616 -2.594  0.139
C 2.289 0.066 -3.640  -0.531
O 3.488 0.021 -3.807  0.066
C 1.339 -0.525 -4.690  -0.336
H 0.434 0.065 -4.819  0.083
H 1.881 -0.618 -5.630  0.086
S 0.830 -2.232 -4.277  1.043
C -0.467 -1.879 -3.207  -0.665
N -0.888 -0.707 -2.830  0.027
N -1.924 -0.924 -1.989  0.102
C -2.090 -2.199 -1.892  -0.313
O -1.187 -2.876 -2.654  0.100
C -3.074 -2.930 -1.064  -0.074
H -3.570 -3.686 -1.676  0.130
H -2.536 -3.450 -0.265  0.130
C -4.103 -1.981 -0.432  -0.167
N -3.487 -0.929 0.337  0.072
C -2.874 -1.220 1.520  -0.567
O -3.032 -2.256 2.121  0.089
O -2.120 -0.177 1.897  0.033
C -1.430 -0.186 3.171  -0.569
C -2.436 -0.300 4.316  -0.019
H -3.172 0.498 4.248  0.092
H -1.918 -0.224 5.268  0.089
H -2.950 -1.256 4.269  0.079
C -0.414 -1.326 3.215  -0.017
H 0.162 -1.268 4.134  0.090
H -0.923 -2.285 3.178  0.078
H 0.267 -1.252 2.369  0.091
C -0.715 1.165 3.213  -0.018
H -0.188 1.276 4.156  0.091
H -1.438 1.970 3.113  0.090
H -0.001 1.230 2.397  0.065
H -3.104 -0.155 -0.186  0.120
H -4.736 -2.560 0.244  0.126
H -4.717 -1.517 -1.205  0.126
H 0.623 0.539 -2.598  0.080
C -0.184 1.908 -0.806  -0.043
H -0.431 2.341 -1.775  0.089
H -0.601 0.902 -0.767  0.054
H -0.673 2.499 -0.036  0.078
H 1.179 3.040 1.214  0.104
H 3.590 3.045 1.641  0.109
H 5.883 2.867 0.509  0.077
H 6.096 1.645 -0.755  0.076
H 5.790 1.155 0.912  0.083

Output
Gap between HOMO and LUMO   8.8 eV
SMILES string   Cc1ccc(C)c(NC(=O)CSc2nnc(CCNC(=O)OC(C)(C)C)o2)c1
Energy above the lowest of the compared OMol25 structures with the same formula, charge and spin   1.071 eV
Spin multiplicity   1
E_LUMO   0.53 eV